# 1
This record from the OMol25 dataset describes C3H4ClNO in the gas phase. The level of theory is ωB97M-V with the def2-TZVPD basis set.

Properties
Kohn-Sham gap   0.3398 Ha
SMILES   N/C=C(\Cl)C=O
Relative energy (zero: lowest compared OMol25 entry of this formula, charge and spin)   44.13 kJ/mol
Highest occupied orbital energy   -8.663 eV

ORCA input file:
```
! wB97M-V def2-TZVPD RIJCOSX def2/J DEFGRID3
* xyz 0 1
N -2.33028 -0.41418 0.03480
C -1.10521 -1.00421 -0.02289
C 0.02894 -0.25290 -0.03852
Cl 0.06901 1.44511 -0.00735
C 1.31520 -0.99112 0.00985
O 2.39930 -0.44901 0.02705
H -2.46046 0.58625 0.08251
H -3.17206 -0.97300 -0.02993
H -1.03481 -2.11331 -0.01555
H 1.17823 -2.08603 -0.06257
*
```

# 2
This record from the OMol25 dataset describes C18H23Br2N2O2SiSr as an isolated structure. The level of theory is ωB97M-V with the def2-TZVPD basis set.

Properties
Kohn-Sham gap   0.2116 Ha
Highest occupied orbital energy   -9.960 eV

ORCA input file:
```
! wB97M-V def2-TZVPD RIJCOSX def2/J DEFGRID3
* xyz 1 1
Sr 0.03202 0.07742 0.50423
O 8.05984 2.95498 -0.27470
C 7.35374 1.81074 -0.37167
O 7.90567 0.75449 -0.45039
C 5.85475 1.93387 -0.38110
C 5.13243 0.88681 -0.94442
C 3.75208 0.91584 -0.95190
C 3.07663 2.00385 -0.40762
C 3.78961 3.03567 0.18882
C 5.17544 3.00132 0.19525
N 1.65372 1.98558 -0.43036
C 1.04245 3.07377 -0.68016
C -0.42970 3.20612 -0.69671
C -0.97059 4.47801 -0.80264
C -2.35122 4.62412 -0.81329
C -3.13894 3.49030 -0.73553
C -2.51404 2.25523 -0.64315
N -1.18979 2.09834 -0.61039
H 7.49494 3.72826 -0.38164
H 5.67451 0.04782 -1.36013
H 3.18931 0.10084 -1.38975
H 3.27282 3.84351 0.69441
H 5.71286 3.79325 0.70302
H 1.59620 3.98617 -0.91359
H -0.31831 5.33783 -0.87832
H -2.79898 5.60596 -0.88824
H -4.21769 3.54772 -0.75011
H -3.11119 1.35106 -0.59783
Br -0.34068 -0.62941 3.66311
C -0.08307 1.12748 4.38313
Br -0.06280 2.46739 2.99020
H 0.87388 1.16206 4.88526
H -0.91099 1.35255 5.04112
C 1.68779 -2.11575 -1.82143
Si 1.42776 -2.80489 -0.07733
C 2.58886 -1.82066 1.08112
C 2.09719 -4.54334 -0.06910
C -0.28673 -2.42384 0.38482
H 2.74244 -2.09085 -2.11125
H 1.27544 -1.11065 -1.99202
H 1.17412 -2.76626 -2.53508
H 3.61535 -1.80677 0.70617
H 2.61012 -2.30691 2.06137
H 2.34808 -0.76384 1.28887
H 3.14763 -4.57736 -0.36847
H 1.52596 -5.17382 -0.75432
H 2.01323 -4.98564 0.92658
H -0.56387 -2.84213 1.36401
H -0.99798 -2.83267 -0.34355
*
```

# 3
This record from the OMol25 dataset describes a 2-piece molecular cluster, C5H11NO overall. The level of theory is ωB97M-V with the def2-TZVPD basis set.

Properties
Kohn-Sham gap   0.3528 Ha
SMILES   C/N=C(\C)O.C=C
Relative energy (zero: lowest compared OMol25 entry of this formula, charge and spin)   207.21 kJ/mol
Highest occupied orbital energy   -8.631 eV

ORCA input file:
```
! wB97M-V def2-TZVPD RIJCOSX def2/J DEFGRID3
* xyz 0 1
C -1.38728 1.19779 -0.68115
N -0.31622 0.37641 -0.20470
C 0.26329 -0.50925 -0.89334
C 0.06839 -0.81439 -2.34791
O 1.17166 -1.31785 -0.30949
H -1.20544 2.23918 -0.38639
H -1.55865 1.16562 -1.76479
H -2.31142 0.88642 -0.17551
H 0.85566 -1.48381 -2.69406
H 0.08832 0.11202 -2.92804
H -0.90465 -1.29199 -2.49776
H 1.14132 -1.10917 0.64800
C 0.90978 -0.49264 2.61573
C 0.45953 0.66742 2.14297
H 0.22952 -1.24162 3.01092
H 1.97039 -0.72857 2.60800
H 1.11688 1.40643 1.69160
H -0.59105 0.93799 2.16590
*
```

# 4
This record from the OMol25 dataset describes C24H43FIrP2 as an isolated structure. The level of theory is ωB97M-V with the def2-TZVPD basis set.

Properties
Kohn-Sham gap (spin up / spin down)   0.2285 / 0.2569 Ha
Highest occupied orbital energy (spin up / spin down)   -12.791 / -14.926 eV

ORCA input file:
```
! wB97M-V def2-TZVPD RIJCOSX def2/J DEFGRID3
* xyz 2 6
Ir 1.28291 -1.45497 1.02164
C -1.09728 -1.51174 1.33399
C -0.57312 -2.76001 0.87326
C 0.46852 -2.24349 2.89532
C -0.39239 -1.13963 2.52601
C 0.36390 -3.24498 1.86223
C -2.20296 -0.73888 0.70577
H -2.80744 -1.39678 0.07476
H -1.81091 0.06824 0.07237
H -2.84780 -0.27223 1.46047
C -0.59537 0.12133 3.30498
H -0.74041 0.98126 2.63657
H 0.26770 0.31202 3.95542
H -1.49898 0.04475 3.92759
C 1.33104 -2.35122 4.10221
H 1.27567 -3.37779 4.47385
H 0.96492 -1.65166 4.85073
H 2.38262 -2.12584 3.88684
C 1.08464 -4.54651 1.84085
H 1.08434 -4.96904 2.84873
H 2.12791 -4.42433 1.53147
H 0.59041 -5.22668 1.14439
C -0.95945 -3.46444 -0.38506
H -1.92466 -3.97163 -0.25205
H -0.20750 -4.21402 -0.65806
H -1.07093 -2.74868 -1.21227
C -3.94984 2.90684 -1.34672
C -4.21314 2.09912 -2.36461
C -3.34454 1.88019 -3.59610
C -1.80054 1.94414 -3.36908
C -1.40938 1.48627 -2.01982
C -1.30346 2.37172 -0.92517
C -1.54581 3.83698 -1.10280
C -3.09937 4.11885 -1.26340
H -3.59387 2.57902 -4.41038
H -1.42918 2.95927 -3.56824
H -3.57644 0.86373 -3.95179
H -3.23637 4.83560 -2.08746
H -4.49168 2.57047 -0.07236
H -5.13721 1.51794 -2.41875
H -3.40008 4.61140 -0.33008
H -1.19557 4.36730 -0.20022
H -1.60567 2.04775 0.08081
H -0.99606 4.25878 -1.96243
H -1.33287 1.28277 -4.12188
H -1.59856 0.41928 -1.84137
P 0.60306 1.20783 -0.76356
P 3.18691 -1.29070 0.24298
C 1.36015 -0.25163 -1.59200
C 2.86061 -0.37711 -1.30506
H 1.15063 -0.11276 -2.66275
H 0.80703 -1.13292 -1.21762
H 3.34999 -0.94678 -2.09942
H 3.35476 0.59277 -1.19512
C 4.37328 -0.53466 1.35950
H 3.89501 -0.40739 2.33614
H 4.73069 0.42184 0.97538
H 5.21862 -1.22014 1.46894
C 3.91966 -2.85545 -0.27912
H 4.79340 -3.05621 0.34805
H 4.22080 -2.76174 -1.32774
H 3.17860 -3.65095 -0.17092
C 1.16864 1.62764 0.89720
H 0.63162 2.52347 1.24125
H 2.24959 1.82621 0.89287
H 0.97748 0.78464 1.58928
C 1.47899 2.52672 -1.73850
H 1.36262 2.30853 -2.81220
H 2.54640 2.54566 -1.47319
H 1.02652 3.50511 -1.51367
F -4.68079 2.07758 0.84912
*
```

How do the records compare in molar mass? In the order shown, they have 105.52, 574.91, 101.15, 604.77 u.
How do the records compare in E_tot? In the order shown, they have -706.88489, -6427.78187, -327.05242, -1826.30281 a.u..